(i)
Molecular formula: C2H2O2
Method: DFT, ωB97M-V/def2-TZVPD

Atoms and positions in Å:
C1 -0.20377 -2.38713 0.03681
C2 0.15604 -0.69873 -0.15006
O1 -0.32220 0.73782 -0.28964
O2 -0.11376 -1.73716 -1.06758
H1 -0.44880 0.66873 -1.19835
H2 1.25927 -0.62533 -0.12207

* LUMO: 0.03 eV
* highest occupied orbital energy: -9.7 eV
* HOMO-LUMO gap: 9.707 eV

(ii)
Molecular formula: C2H2O2
Method: DFT, ωB97M-V/def2-TZVPD

Atoms and positions in Å:
C1 0.77173 -0.00801 -0.22327
C2 -0.71548 -0.09784 0.19120
O1 1.68477 -0.57295 0.23781
O2 -1.75258 -0.54804 -0.18309
H1 0.75741 0.70534 -1.13782
H2 -0.74586 0.52149 1.11517

* LUMO: -0.02 eV
* highest occupied orbital energy: -9.8 eV
* HOMO-LUMO gap: 9.814 eV
* SMILES: O=CC=O

(iii)
Molecular formula: C2H2O2
Method: DFT, ωB97M-V/def2-TZVPD

Atoms and positions in Å:
C1 1.68388 -0.37855 0.43960
C2 0.55567 1.04286 -0.02623
O1 -1.44194 -0.52334 0.32327
O2 -0.59278 1.02575 0.04130
H1 2.03308 -0.72636 -0.47890
H2 -2.23791 -0.44036 -0.29904

* LUMO (spin up / spin down): -1.80 / -1.00 eV
* highest occupied orbital energy (spin up / spin down): -9.2 / -10.3 eV
* HOMO-LUMO gap (spin up / spin down): 7.400 / 9.294 eV

Most stable: (ii). Least stable: (iii).

(i)
Molecular formula: H30O15
Method: DFT, ωB97M-V/def2-TZVPD

Atoms and positions in Å:
H1 -0.23714 -0.85525 -0.33666
H2 0.06370 0.45969 0.38368
H3 -1.95213 -3.44958 2.31769
H4 -2.59670 -4.09075 1.27421
H5 -0.81690 -0.27555 -2.41448
H6 -0.19613 1.15313 -2.49882
H7 1.29902 -3.50611 -2.33913
H8 0.93869 -4.82284 -3.01598
H9 3.28456 1.45756 0.08352
H10 2.34413 2.37523 -0.68767
H11 2.22642 -0.11552 0.76574
H12 3.31716 -0.73872 1.40733
H13 -1.40335 3.78291 1.70042
H14 -0.51211 2.86625 2.36596
H15 1.39737 -1.48958 3.47761
H16 -0.10254 -1.73255 3.03774
H17 -2.95187 -1.35793 -1.48998
H18 -4.05861 -1.17954 -2.58084
H19 -5.77069 -0.25446 -0.03363
H20 -4.56340 -0.98451 -0.45424
H21 2.43088 -3.89344 0.63623
H22 1.70775 -3.30028 -0.49744
H23 1.97389 1.94723 -3.25531
H24 2.34452 1.57915 -4.66093
H25 0.28522 3.19769 0.85301
H26 -0.44665 2.93164 -0.47309
H27 -0.55319 0.29112 3.74451
H28 0.25293 1.54355 3.87382
H29 1.25041 5.26936 -0.76089
H30 2.22223 4.39166 -0.08619
O1 -0.24369 -0.44067 0.61650
O2 -2.77723 -3.46519 1.96859
O3 -0.12210 0.21972 -2.71895
O4 0.86653 -3.88615 -3.15878
O5 3.06128 1.73439 -0.75671
O6 3.14394 0.01570 0.82227
O7 -1.43237 2.96810 2.09526
O8 0.72248 -2.15470 3.48453
O9 -3.15346 -1.52951 -2.40797
O10 -5.07648 -0.78086 0.33655
O11 1.74082 -4.10155 0.04903
O12 1.67562 1.42230 -3.98241
O13 -0.53581 3.31509 0.34798
O14 -0.38429 1.08089 3.31361
O15 1.33729 4.40287 -0.34572

* LUMO: -0.34 eV
* highest occupied orbital energy: -8.8 eV
* HOMO-LUMO gap: 8.501 eV

(ii)
Molecular formula: H30O15
Method: DFT, ωB97M-V/def2-TZVPD

Atoms and positions in Å:
H1 -1.01682 -0.33025 0.35534
H2 -0.15223 1.07233 0.32011
H3 -0.81145 2.49576 0.89434
H4 -1.80495 3.13368 1.56964
H5 1.65376 -0.41277 -0.30526
H6 2.50949 -1.11191 0.82307
H7 -4.30228 3.37380 -2.53696
H8 -3.12408 3.51536 -1.53515
H9 3.20194 1.51711 -3.25776
H10 2.33076 2.60115 -2.96831
H11 -0.66857 -0.22701 -1.53706
H12 -1.42539 -1.45613 -1.94028
H13 -0.80828 -1.82528 1.04703
H14 -0.72535 -0.79587 2.19512
H15 0.52401 -3.94619 -1.07880
H16 1.27855 -2.68658 -0.76926
H17 -2.99339 -0.15065 0.12575
H18 -2.99478 -0.98491 1.38258
H19 2.81618 -2.23520 -3.23537
H20 2.96776 -1.06874 -2.26973
H21 1.67395 0.20307 4.47771
H22 1.90247 0.40998 3.12874
H23 1.09683 3.20307 1.95048
H24 2.22423 4.13388 2.16340
H25 -4.04940 -3.26517 -1.34258
H26 -4.47928 -3.49487 0.22942
H27 1.15963 0.79902 -1.59330
H28 1.43236 2.21923 -1.31559
H29 1.21885 -2.36054 2.43314
H30 1.92451 -3.35239 1.71208
O1 -0.12108 0.14009 0.15270
O2 -1.44803 2.29904 1.54740
O3 1.80180 -0.49151 0.60837
O4 -4.06727 3.68517 -1.61184
O5 3.20287 2.37703 -2.83905
O6 -1.53092 -0.60925 -1.39149
O7 -1.37151 -1.37892 1.73747
O8 0.85177 -3.14875 -1.51775
O9 -2.83219 -0.08728 1.06326
O10 2.39312 -1.72617 -2.49623
O11 2.02181 -0.29623 3.71338
O12 1.35127 3.99471 2.44629
O13 -4.41404 -2.85043 -0.48344
O14 1.54370 1.59182 -1.99335
O15 2.05968 -2.47228 1.94177

* LUMO: -0.26 eV
* highest occupied orbital energy: -9.2 eV
* HOMO-LUMO gap: 8.905 eV

(iii)
Molecular formula: H30O15
Method: DFT, ωB97M-V/def2-TZVPD

Atoms and positions in Å:
O1 2.42211 0.42435 -0.70193
H1 2.66208 0.46929 0.20761
H2 2.33646 1.36616 -0.88328
O2 -0.97442 -2.12215 -2.54806
H3 -0.63540 -1.95020 -3.38658
H4 -0.90762 -3.04676 -2.33897
O3 1.49336 -2.53134 -0.94239
H5 1.30105 -3.32535 -0.50296
H6 0.69928 -2.09422 -1.22788
O4 -1.37632 -2.74438 0.40412
H7 -1.11033 -1.94770 0.03567
H8 -0.76970 -2.79282 1.17491
O5 -3.31443 -1.17717 -1.38628
H9 -2.45691 -1.57284 -1.49972
H10 -3.18645 -0.26240 -1.50158
O6 -0.34212 -0.33987 -0.29936
H11 0.52970 -0.37605 0.08036
H12 -0.82694 0.33018 0.13642
O7 0.89752 3.09654 0.19807
H13 0.26367 2.64473 0.72744
H14 0.43172 3.19175 -0.62630
O8 4.08598 -1.74060 0.35732
H15 3.24393 -1.56810 -0.04175
H16 4.63557 -0.95002 0.28615
O9 -3.90081 -0.78607 1.41340
H17 -4.34528 0.04462 1.30372
H18 -3.53160 -0.87706 0.56030
O10 2.80994 1.20529 1.73872
H19 2.95831 2.14982 1.76015
H20 1.89029 1.03504 2.05806
O11 0.29456 0.68135 -3.13723
H21 1.00255 1.31510 -3.13479
H22 -0.00519 0.44379 -2.28565
O12 1.06987 -1.56852 2.11801
H23 1.69913 -1.46915 2.83028
H24 1.04496 -2.47842 1.93657
O13 -1.83534 1.62894 1.15141
H25 -2.49135 1.77751 0.49298
H26 -2.11431 2.30296 1.76970
O14 -0.88724 3.09583 -1.94253
H27 -1.45013 2.34196 -1.92448
H28 -1.45826 3.77433 -1.60669
O15 0.39656 1.33993 3.08388
H29 0.17867 2.24514 3.15378
H30 -0.42714 0.81656 2.93940

* LUMO: -0.88 eV
* highest occupied orbital energy: -10.3 eV
* HOMO-LUMO gap: 9.446 eV

(iv)
Molecular formula: H30O15
Method: DFT, ωB97M-V/def2-TZVPD

Atoms and positions in Å:
H1 -0.28967 0.82672 0.31088
H2 0.77564 0.49692 -0.69774
H3 0.16588 2.50769 -3.78471
H4 0.08972 1.76752 -2.44422
H5 1.82958 -0.43642 -4.17769
H6 3.19309 -0.03475 -4.26220
H7 1.50392 0.02449 3.40299
H8 0.40147 -0.25126 2.43807
H9 0.90260 -2.03901 -1.19685
H10 0.42160 -0.76953 -1.66891
H11 -1.55771 -2.17875 -0.81006
H12 -2.72836 -1.16596 -1.06943
H13 -2.47606 2.05759 3.05103
H14 -1.60968 1.59442 1.93976
H15 -1.65031 -1.35360 1.27800
H16 -0.08437 -1.35417 0.75904
H17 3.31553 -4.06208 -0.53670
H18 2.98093 -2.96756 -1.56838
H19 -2.51046 2.72653 1.02739
H20 -1.86553 2.19513 -0.19485
H21 -2.75352 -0.60041 -2.90402
H22 -1.25272 -1.03157 -3.29455
H23 -0.43180 1.72619 4.11923
H24 0.75233 1.90271 4.88753
H25 2.50465 -2.88123 1.79259
H26 1.10969 -2.61562 2.10946
H27 3.39476 0.23249 0.29663
H28 3.49834 0.75732 1.65326
H29 -2.52228 4.32370 0.29519
H30 -2.57679 5.90023 0.09473
O1 0.06547 0.07157 -0.21937
O2 0.73290 2.26465 -3.02266
O3 2.61606 -0.68472 -3.79906
O4 0.96285 -0.74566 3.04169
O5 0.47807 -1.61736 -1.95549
O6 -2.44136 -1.80785 -0.40822
O7 -2.44304 1.35534 2.35136
O8 -0.90412 -0.83101 0.81056
O9 2.92930 -3.87897 -1.42145
O10 -2.56801 1.95772 0.41207
O11 -2.15390 -1.36024 -3.19924
O12 0.35628 2.25730 4.02500
O13 1.69165 -2.99452 1.37629
O14 2.95679 0.22511 1.18977
O15 -2.59524 5.12644 0.71306

* LUMO: -0.46 eV
* highest occupied orbital energy: -9.0 eV
* HOMO-LUMO gap: 8.496 eV

Most stable: (iii). Least stable: (iv).

(i)
Molecular formula: H30O15
Method: DFT, ωB97M-V/def2-TZVPD

Atoms and positions in Å:
O1 -1.66956 -0.74350 -2.70424
H1 -2.48228 -0.65486 -3.16661
H2 -1.74463 0.00143 -2.14816
O2 -1.09869 -3.67694 -1.54139
H3 -0.39976 -3.05528 -1.64353
H4 -0.69403 -4.55449 -1.58035
O3 -0.17173 0.34499 -0.22514
H5 0.28481 1.03522 0.26280
H6 0.22388 -0.51952 -0.17767
O4 -1.72604 1.89909 -1.84113
H7 -1.12656 2.49411 -2.22608
H8 -1.23550 1.47941 -1.10825
O5 2.41270 -2.26971 1.18285
H9 2.84342 -1.68088 0.53628
H10 1.91853 -1.67432 1.80395
O6 3.46116 -0.40141 -0.62421
H11 4.32391 -0.58154 -0.93398
H12 2.91911 -0.95051 -1.18795
O7 -1.51718 3.11775 1.33989
H13 -0.95675 3.61619 0.70603
H14 -0.98925 3.30938 2.09104
O8 -0.25256 -3.13959 1.20783
H15 0.60506 -3.51481 1.34216
H16 -0.29854 -3.07690 0.28250
O9 -2.76701 -1.67533 0.01046
H17 -2.81300 -0.76919 -0.28666
H18 -2.61273 -2.19780 -0.78996
O10 0.87151 -0.64726 2.63224
H19 0.67433 0.26089 2.78806
H20 0.09488 -1.17544 2.70172
O11 0.17621 1.70005 3.17828
H21 -0.66556 1.24261 3.18524
H22 0.37158 2.16895 3.97959
O12 2.16972 1.91542 0.84374
H23 1.91317 2.39687 1.65731
H24 2.01135 2.42200 0.05655
O13 0.93751 3.28568 -1.49930
H25 1.17521 2.46390 -1.99672
H26 1.10310 3.99865 -2.11295
O14 -3.09719 1.04338 0.80476
H27 -2.43279 1.76869 0.86486
H28 -3.87365 1.60053 0.95620
O15 1.16830 -2.09753 -1.84875
H29 1.89738 -2.69914 -2.02484
H30 1.06814 -1.80927 -2.74646

* LUMO: -0.31 eV
* highest occupied orbital energy: -9.5 eV
* HOMO-LUMO gap: 9.147 eV

(ii)
Molecular formula: H30O15
Method: DFT, ωB97M-V/def2-TZVPD

Atoms and positions in Å:
H1 0.35801 -0.35304 -0.56472
H2 0.03543 -0.18184 1.00064
H3 4.09115 -3.35013 1.68124
H4 3.51661 -2.27097 0.99210
H5 4.93370 0.37314 -0.56783
H6 3.97756 0.52559 -1.80380
H7 0.19659 0.88867 -3.16790
H8 0.75035 0.25142 -2.02264
H9 -2.22578 0.85168 -0.07394
H10 -1.27633 1.69707 -0.83933
H11 0.02000 -1.16894 -6.17633
H12 0.14592 -1.68183 -4.75092
H13 -1.82809 -0.06925 2.93604
H14 -2.79127 -1.30925 2.67062
H15 -2.38389 1.04088 4.17103
H16 -3.17364 2.19677 3.55943
H17 1.24394 2.95808 -0.79013
H18 -0.05943 2.67242 -1.59648
H19 1.64495 -2.83769 -3.47544
H20 1.99319 -2.39748 -2.05789
H21 -4.37280 1.22732 -2.81199
H22 -3.74060 1.22317 -1.33751
H23 -1.25316 -2.30431 0.00758
H24 -0.37669 -1.99024 -1.15504
H25 -1.08040 -4.36358 3.88011
H26 -1.43984 -3.06128 3.27795
H27 -0.31367 2.06098 2.86680
H28 -1.50144 2.88092 2.51479
H29 1.82244 2.73584 1.37194
H30 2.14513 2.88325 2.94444
O1 0.24751 0.32349 0.20754
O2 4.37757 -2.69135 0.96901
O3 4.57837 1.00692 -1.27368
O4 -0.09847 0.41475 -2.43041
O5 -1.65327 0.82284 -0.89840
O6 0.59075 -1.13694 -5.39595
O7 -2.49191 -0.38309 2.40570
O8 -3.27133 1.47715 4.10485
O9 0.91398 2.60196 -1.60010
O10 2.26843 -3.03365 -2.71732
O11 -3.96499 1.81125 -2.07332
O12 -0.48368 -1.71684 -0.24202
O13 -1.75613 -3.72033 3.99664
O14 -0.66624 2.63190 2.11492
O15 2.35145 2.46458 2.14970

* LUMO: -0.65 eV
* highest occupied orbital energy: -9.0 eV
* HOMO-LUMO gap: 8.370 eV

(iii)
Molecular formula: H30O15
Method: DFT, ωB97M-V/def2-TZVPD

Atoms and positions in Å:
H1 0.18669 -0.50653 1.77716
H2 -0.62596 -0.56193 0.47516
H3 0.63586 1.23113 -3.21981
H4 -0.15698 1.70400 -2.09474
H5 2.33002 2.00033 4.18826
H6 3.72801 2.07049 4.40310
H7 2.96953 0.74549 1.41374
H8 4.49811 0.49859 0.83501
H9 -0.37284 -3.71565 -2.30181
H10 -1.52965 -3.34447 -1.38899
H11 2.17173 2.46107 2.16011
H12 1.45400 3.01470 0.88738
H13 -2.86440 -1.12422 -1.60786
H14 -4.27865 -1.02260 -1.42776
H15 -3.41817 -3.71607 -0.43169
H16 -2.95661 -3.64619 1.07580
H17 -0.23713 -0.35081 -1.33122
H18 -1.27820 0.56336 -1.87557
H19 -0.42708 2.03738 1.13939
H20 -0.76247 3.44655 0.41527
H21 -3.63728 2.13190 -2.67814
H22 -2.65575 2.47679 -1.76797
H23 1.80041 -1.91127 -2.09723
H24 2.92461 -0.74415 -2.02350
H25 2.55084 1.38679 -2.00783
H26 2.83442 1.69223 -0.57908
H27 -3.61227 1.19792 3.82850
H28 -2.80653 1.79365 2.71539
H29 2.15105 -4.04776 0.11302
H30 1.88835 -5.42591 0.71403
O1 -0.14336 0.01097 1.11265
O2 0.44550 0.94881 -2.35478
O3 3.13588 2.28075 3.72466
O4 3.62110 0.82942 0.63786
O5 -0.71989 -3.81706 -1.40036
O6 1.47631 2.31099 1.48133
O7 -3.61019 -1.53710 -1.08769
O8 -3.56718 -3.28076 0.47469
O9 -1.18605 -0.35172 -1.58801
O10 -1.09776 2.64916 0.73599
O11 -2.76516 1.77779 -2.35785
O12 2.76605 -1.67623 -1.89698
O13 2.24129 2.02607 -1.27696
O14 -3.15945 2.02125 3.54996
O15 2.05926 -4.52714 0.93738

* LUMO: 0.02 eV
* highest occupied orbital energy: -9.9 eV
* HOMO-LUMO gap: 9.947 eV

Most stable: (i). Least stable: (ii).

(i)
Molecular formula: C4H7NO
Method: DFT, ωB97M-V/def2-TZVPD

Atoms and positions in Å:
C1 -2.01252 -0.61577 0.37117
C2 -0.14422 1.67344 -1.49920
C3 0.36006 -0.32684 0.65156
C4 1.80972 -0.77951 0.96672
N1 -0.78600 -0.61089 0.72535
O1 0.72751 1.23720 -2.20280
H1 -2.17901 -0.98670 -0.63152
H2 -2.76098 -0.68605 1.09011
H3 -1.09119 1.07420 -1.28843
H4 -0.17805 2.74002 -1.15267
H5 2.24545 -0.02711 1.67353
H6 2.21772 -0.92285 -0.09814
H7 1.79150 -1.76914 1.39431

* 2S+1: 3
* LUMO (spin up / spin down): 1.06 / -0.85 eV
* highest occupied orbital energy (spin up / spin down): -5.2 / -9.7 eV
* HOMO-LUMO gap (spin up / spin down): 6.255 / 8.877 eV

(ii)
Molecular formula: C4H7NO
Method: DFT, ωB97M-V/def2-TZVPD

Atoms and positions in Å:
C1 0.39630 0.45848 -0.12209
C2 -0.91280 1.07933 -0.44031
C3 -2.05020 0.19628 -0.48919
C4 2.15432 -0.95753 0.61084
N1 1.20532 -0.43319 -0.37331
O1 -0.17171 1.29459 0.85423
H1 -0.77273 2.01243 -0.92485
H2 -2.12496 -0.14711 0.50693
H3 -1.83787 -0.63075 -1.19783
H4 -2.95957 0.67990 -0.74293
H5 2.27672 -0.52701 1.56505
H6 3.12614 -1.14527 -0.00511
H7 1.67103 -1.88015 0.75858

* 2S+1: 3
* LUMO (spin up / spin down): 1.04 / -2.48 eV
* highest occupied orbital energy (spin up / spin down): -4.4 / -9.6 eV
* HOMO-LUMO gap (spin up / spin down): 5.455 / 7.119 eV

Most stable: (i). Least stable: (ii).